Entry from OMol25: C39H52BrN3O5PtSi4 as an isolated structure in a non-equilibrium geometry (ωB97M-V with the def2-TZVPD basis set).

CARTESIAN COORDINATES (ANGSTROEM)
1 Pt -0.312 0.545 -0.525
2 C -2.788 -2.158 -0.315
3 O -1.893 -1.496 0.545
4 C -1.557 -2.078 1.727
5 C -1.996 -3.322 2.135
6 C -1.559 -3.823 3.355
7 Br -2.195 -5.530 3.914
8 C -0.719 -3.103 4.164
9 C -0.281 -1.826 3.775
10 C -0.682 -1.313 2.538
11 O -0.310 -0.131 2.014
12 C 0.517 -1.130 4.778
13 N 1.140 -1.784 5.728
14 C 1.665 -0.839 6.559
15 C 2.410 -0.975 7.726
16 C 2.797 0.177 8.376
17 C 2.452 1.444 7.895
18 C 1.711 1.604 6.742
19 C 1.326 0.450 6.078
20 N 0.591 0.230 4.944
21 H -2.391 -3.124 -0.644
22 H -2.894 -1.502 -1.178
23 H -3.764 -2.299 0.160
24 H -2.663 -3.900 1.519
25 H -0.372 -3.482 5.112
26 H 0.486 0.338 2.424
27 H 2.655 -1.952 8.111
28 H 3.374 0.109 9.287
29 H 2.773 2.316 8.444
30 H 1.426 2.579 6.372
31 H 0.262 0.946 4.316
32 C 0.811 -4.390 -0.112
33 Si 2.089 -2.966 -0.270
34 C 3.531 -3.659 -1.331
35 C 2.763 -2.489 1.456
36 Si 0.869 -1.233 -1.469
37 Si 0.243 -1.885 -3.734
38 C 1.576 -2.804 -4.764
39 C -1.200 -3.145 -3.690
40 C -0.332 -0.361 -4.743
41 Si 3.011 0.610 -1.695
42 C 4.372 0.582 -0.362
43 C 3.826 -0.229 -3.222
44 C 2.117 2.148 -2.377
45 H 1.271 -5.307 0.246
46 H 0.362 -4.613 -1.076
47 H 0.011 -4.141 0.578
48 H 3.915 -4.588 -0.920
49 H 4.361 -2.963 -1.381
50 H 3.207 -3.868 -2.346
51 H 2.742 -3.326 2.149
52 H 2.171 -1.700 1.906
53 H 3.789 -2.137 1.411
54 H 1.774 -3.783 -4.341
55 H 2.516 -2.268 -4.811
56 H 1.240 -2.958 -5.787
57 H -0.937 -4.015 -3.096
58 H -1.438 -3.498 -4.689
59 H -2.103 -2.719 -3.268
60 H 0.506 0.161 -5.198
61 H -0.848 0.347 -4.101
62 H -1.016 -0.640 -5.540
63 H 5.296 0.160 -0.751
64 H 4.083 0.009 0.511
65 H 4.580 1.588 -0.014
66 H 3.970 -1.298 -3.108
67 H 4.807 0.212 -3.372
68 H 3.247 -0.065 -4.124
69 H 1.225 2.375 -1.799
70 H 1.805 1.968 -3.401
71 H 2.762 3.022 -2.366
72 O -2.734 1.097 -2.216
73 C -1.855 1.085 -1.461
74 C 7.829 -0.853 1.870
75 C 6.625 -0.485 2.694
76 C 6.084 -1.451 3.529
77 C 4.991 -1.150 4.324
78 C 4.424 0.097 4.236
79 C 4.916 1.078 3.370
80 N 4.203 2.276 3.396
81 C 4.000 3.201 2.351
82 C 4.795 4.342 2.275
83 C 4.555 5.309 1.317
84 C 3.488 5.166 0.444
85 C 2.679 4.047 0.522
86 C 2.927 3.051 1.461
87 C 2.020 1.847 1.523
88 O 1.627 1.458 2.641
89 O 1.708 1.297 0.432
90 C 6.064 0.796 2.611
91 C 6.750 1.828 1.762
92 H 8.153 -1.863 2.107
93 H 8.654 -0.172 2.069
94 H 7.603 -0.810 0.804
95 H 6.526 -2.437 3.567
96 H 4.567 -1.882 4.994
97 H 3.566 0.334 4.848
98 H 3.312 2.113 3.856
99 H 5.606 4.448 2.981
100 H 5.186 6.184 1.260
101 H 3.283 5.928 -0.292
102 H 1.837 3.942 -0.144
103 H 7.523 2.331 2.348
104 H 6.056 2.582 1.403
105 H 7.234 1.370 0.901

The calculation puts the LUMO energy (spin up / spin down) at -2.27 / -2.27 eV. As for the spin multiplicity: 1. The calculation puts the energy above the lowest of the compared OMol25 structures with the same formula, charge and spin at 95.8 kcal per mole. The calculation puts the orbital gap (spin up / spin down) at 5.27 / 5.27 eV. As for the net charge: 0. For the energy, the calculation gives -160797.1011 eV.